ORCA calculation (ωB97M-V/def2-TZVPD) on a cluster of 2 separate species, CH2N2O2 in total.

Geometry as XYZ:
```
7
Properties=species:S:1:pos:R:3
C -0.983 -0.030 0.046
N -0.315 -1.166 -0.229
N 0.214 -0.313 0.702
O -1.924 0.634 -0.134
O 1.295 1.107 -0.144
H 0.110 -1.815 -0.866
H 1.603 1.583 0.625
```

Output
- Energy above the lowest of the compared OMol25 structures with the same formula, charge and spin: 607.91 kJ/mol
- Kohn-Sham gap (spin up / spin down): 9.3 / 9.9 eV
- Calculated total energy: -8139.0700 eV

=====

ORCA calculation (ωB97M-V/def2-TZVPD) on a structure of composition C32H37ClEuN2Si2.

Geometry as XYZ:
```
75
Properties=species:S:1:pos:R:3
C 0.021 0.947 1.473
C 0.821 1.861 0.736
C -0.049 2.869 0.198
H 1.904 1.821 0.619
C -1.376 2.552 0.589
C -1.341 1.353 1.359
H -2.199 0.835 1.808
H 0.388 0.121 2.074
H 0.270 3.727 -0.386
H -2.265 3.144 0.369
Eu -0.671 0.612 -1.274
Si 0.596 2.763 -6.438
C 1.896 2.337 -7.725
C 1.441 1.339 -8.602
H 0.396 0.991 -8.550
C 2.342 0.731 -9.477
H 1.987 -0.085 -10.102
C 3.674 1.176 -9.496
H 4.369 0.703 -10.187
C 4.112 2.211 -8.665
H 5.155 2.536 -8.691
C 3.216 2.823 -7.773
H 3.520 3.630 -7.098
C -0.871 3.245 -7.477
C -0.757 4.108 -8.581
H 0.195 4.607 -8.781
C -1.861 4.287 -9.441
H -1.765 4.898 -10.346
C -3.074 3.658 -9.144
H -3.938 3.806 -9.794
C -3.209 2.849 -8.002
H -4.151 2.343 -7.772
C -2.117 2.677 -7.148
H -2.196 2.075 -6.237
H 1.158 3.968 -5.843
Si 0.508 0.136 -5.411
C -0.661 1.304 -4.366
C -0.249 2.543 -3.803
H 0.729 2.987 -4.009
C -1.142 3.328 -3.062
H -0.813 4.324 -2.769
C -2.427 2.880 -2.772
H -3.093 3.520 -2.178
C -2.827 1.623 -3.267
H -3.850 1.293 -3.065
C -1.966 0.837 -4.057
H -2.337 -0.084 -4.513
C 2.248 0.505 -4.800
C 2.474 1.130 -3.561
H 1.637 1.451 -2.932
C 3.762 1.492 -3.175
H 3.901 2.106 -2.291
C 4.867 1.092 -3.928
H 5.886 1.361 -3.625
C 4.641 0.391 -5.119
H 5.485 0.100 -5.732
C 3.343 0.085 -5.555
H 3.178 -0.398 -6.526
H 0.219 -1.212 -5.919
Cl 0.331 -1.353 -3.318
N -1.852 -1.639 -0.825
C -1.644 -2.689 0.236
C -0.340 -2.513 0.993
C 0.914 -2.454 0.135
N 1.209 -1.075 -0.366
H -1.387 -1.943 -1.698
H -2.844 -1.613 -1.072
H -2.481 -2.624 0.935
H -1.685 -3.688 -0.233
H -0.414 -1.616 1.630
H -0.240 -3.366 1.672
H 1.760 -2.792 0.746
H 0.826 -3.126 -0.736
H 1.981 -0.670 0.169
H 1.531 -1.132 -1.342
```

Output
- Energy above the lowest of the compared OMol25 structures with the same formula, charge and spin: 0.00 kJ/mol
- Kohn-Sham gap (spin up / spin down): 6.6 / 6.6 eV
- Multiplicity: 8
- Calculated total energy: -84371.2229 eV

=====

ORCA calculation (ωB97M-V/def2-TZVPD) on a cluster of 2 separate species, C9H14 in total.

Geometry as XYZ:
```
23
Properties=species:S:1:pos:R:3
C 1.575 -2.083 1.568
C 0.946 -3.377 2.085
H 2.638 -1.936 1.780
H 1.514 -2.014 0.478
H 1.076 -1.197 1.957
H 0.343 -3.896 1.347
H 0.398 -3.230 3.016
H 1.752 -4.092 2.296
C -2.592 1.883 -2.036
C 0.036 1.527 0.734
C -1.188 1.749 0.081
C 1.116 1.043 0.026
C -1.326 1.542 -1.278
C 0.955 0.778 -1.324
C -0.217 1.081 -1.991
H 0.042 1.930 1.740
H -1.966 2.211 0.675
H 2.041 0.857 0.556
H 1.790 0.338 -1.844
H -2.456 2.839 -2.535
H -3.498 1.866 -1.441
H -0.266 1.037 -3.072
H -2.714 1.142 -2.820
```

Output
- Energy above the lowest of the compared OMol25 structures with the same formula, charge and spin: 38.97 kJ/mol
- Kohn-Sham gap: 10.1 eV
- Structure (SMILES): Cc1ccccc1.CC
- Calculated total energy: -9559.7775 eV

=====

ORCA calculation (ωB97M-V/def2-TZVPD) on a cluster of 2 separate species, C3H11NOS2 in total.

Geometry as XYZ:
```
18
Properties=species:S:1:pos:R:3
N 2.339 0.737 -1.272
C 1.089 0.995 -2.014
C 0.096 1.795 -1.162
S -0.915 1.304 0.311
S 0.392 0.013 1.344
C -0.013 -1.580 0.618
H 2.782 1.526 -0.831
H 2.181 -0.010 -0.611
H 1.418 1.598 -2.859
H 0.464 0.111 -2.213
H 0.409 2.824 -0.935
H -0.719 1.968 -1.919
H 0.209 -2.359 1.346
H -1.085 -1.522 0.376
H 0.437 -1.824 -0.360
H -2.338 -1.577 3.673
H -3.743 -1.764 3.060
O -3.002 -2.235 3.450
```

Output
- Energy above the lowest of the compared OMol25 structures with the same formula, charge and spin: 85.53 kJ/mol
- Kohn-Sham gap: 9.3 eV
- Structure (SMILES): CSSCCN.O
- Calculated total energy: -28496.7099 eV